13
Properties=species:S:1:pos:R:3 method="wB97M-V/def2-TZVPD" relative_energy_kcal_mol=42.59 smiles="OC(=S)[C@@H]1CNC1=S" e_lumo_ev=-0.02
C -1.13597 -0.42950 0.04387
C -0.09725 0.49943 0.72006
C 0.05805 1.94022 0.11830
C 1.27947 0.26457 0.07558
H 0.23991 -1.73648 0.13828
H -0.11397 0.38496 1.84408
H -0.82959 2.22238 -0.59464
H 0.38604 2.70071 0.97226
H 2.03517 1.70963 -1.24605
N 1.24055 1.47795 -0.47830
O -0.73901 -1.67792 -0.08600
S -2.74166 -0.09777 -0.15043
S 2.42197 -0.89297 -0.02611

***

11
Properties=species:S:1:pos:R:3 method="wB97M-V/def2-TZVPD" relative_energy_kcal_mol=48.32 smiles="C#CC(=S)NC" e_lumo_ev=0.42
C -1.89652 -1.23782 0.01963
C 0.14511 0.05997 0.01628
C 1.62273 -0.17756 -0.00331
C 2.81019 -0.33890 -0.01439
H -2.06913 -2.32840 -0.07662
H -2.30730 -0.78049 -0.90993
H -2.31821 -0.85889 0.95203
H 0.27677 -1.84038 -0.08560
H 3.86971 -0.54848 0.10390
N -0.42776 -1.09969 -0.00419
S -0.65916 1.51377 -0.00399

***

| no. | gap between HOMO and LUMO (Ha) | highest occupied orbital energy (eV) |
| --- | --- | --- |
| 1 | 0.327 | -8.92 |
| 2 | 0.326 | -8.46 |